A structure of composition C10H35N13Na2O11S in a non-equilibrium geometry. Source: the Open Molecules 2025 dataset; level of theory: the ωB97M-V functional and the def2-TZVPD basis.

```
72
Properties=species:S:1:pos:R:3:forces:R:3
Na -28.010 -44.533 -50.421 0.299 0.539 -0.124
Na -30.700 -40.957 -46.912 0.349 0.734 -0.641
S -27.959 -38.854 -49.588 1.825 -0.100 1.754
O -27.954 -40.320 -49.653 -0.686 -3.506 -0.813
O -27.405 -38.586 -48.260 0.137 0.909 2.417
O -27.076 -38.278 -50.554 1.806 0.897 -2.603
O -29.279 -38.330 -49.753 -3.458 0.842 -0.093
C -26.010 -40.347 -55.766 1.103 -0.355 -1.384
C -25.331 -41.574 -55.131 -0.851 -0.260 0.348
C -23.898 -41.382 -54.557 -2.486 -0.141 -0.394
O -23.147 -40.856 -55.619 1.579 -1.360 0.192
C -22.726 -41.978 -56.398 0.538 -0.152 -1.660
N -26.200 -42.169 -54.101 0.119 -0.039 0.694
H -27.063 -40.578 -55.926 -0.230 0.507 0.728
H -25.687 -40.321 -56.807 0.386 0.122 -0.217
H -25.730 -39.353 -55.418 -0.549 -0.162 0.658
H -25.318 -42.299 -55.945 0.383 -0.260 0.102
H -23.534 -42.345 -54.198 0.165 -0.089 -0.133
H -23.991 -40.764 -53.663 0.456 0.706 -0.288
H -23.440 -42.253 -57.174 -0.558 0.136 0.119
H -22.469 -42.920 -55.913 -0.387 0.226 1.009
H -21.824 -41.838 -56.993 0.187 1.091 0.266
H -26.360 -41.440 -53.421 0.128 0.234 0.574
H -27.136 -42.288 -54.461 -0.072 -0.196 -0.468
C -28.802 -34.196 -53.118 -0.820 1.317 -0.524
O -29.264 -33.202 -53.608 -0.623 2.146 -1.203
N -29.497 -35.304 -53.018 -2.486 -2.349 -0.237
N -27.625 -34.300 -52.609 4.314 0.159 1.770
H -30.429 -34.975 -53.225 -0.556 -1.091 0.324
H -29.304 -35.846 -52.188 -0.615 -0.379 -0.136
H -27.172 -33.432 -52.360 0.220 -0.428 -0.017
H -27.433 -35.164 -52.121 0.614 0.396 0.141
C -26.379 -34.752 -45.256 0.439 0.486 0.339
O -26.279 -33.726 -44.660 -0.589 1.913 1.989
N -26.897 -35.932 -44.886 -1.890 -2.103 2.034
N -25.852 -34.951 -46.426 1.579 -0.787 -4.471
H -27.697 -35.952 -44.269 0.299 0.074 -0.004
H -26.890 -36.624 -45.622 -0.503 -0.259 0.636
H -26.199 -35.811 -46.828 0.762 0.600 -1.186
H -25.455 -34.244 -47.028 -0.156 -0.093 0.458
C -22.287 -36.625 -50.208 3.330 1.850 -0.955
O -21.260 -35.979 -50.058 0.512 0.064 1.021
N -22.663 -37.732 -49.640 0.014 -2.789 3.113
N -23.112 -36.378 -51.167 -2.811 1.693 -3.344
H -23.628 -37.925 -49.866 0.139 -0.893 1.326
H -22.256 -37.831 -48.721 -0.623 -0.622 0.109
H -22.845 -35.695 -51.862 -0.580 -0.283 0.067
H -23.913 -36.994 -51.174 -0.231 0.930 -1.310
C -23.737 -42.532 -47.749 5.368 -3.087 -0.550
O -22.724 -43.247 -47.613 -0.581 0.157 1.221
N -24.330 -41.831 -46.859 -1.675 1.404 3.437
N -24.167 -42.359 -48.947 -2.638 0.424 -4.184
H -23.928 -41.913 -45.936 -0.717 0.462 0.037
H -25.166 -41.349 -47.159 0.155 0.445 1.035
H -23.586 -42.715 -49.692 -0.443 0.348 0.040
H -24.947 -41.724 -49.037 0.253 0.096 -1.186
C -33.834 -40.866 -50.753 -0.273 -0.205 4.206
O -33.840 -40.564 -49.583 -0.260 0.436 2.303
N -34.449 -41.856 -51.292 -3.435 -4.440 -2.842
N -33.050 -40.358 -51.610 3.803 3.345 -3.480
H -34.295 -41.841 -52.290 -0.874 -1.073 0.243
H -35.158 -42.485 -50.943 0.141 0.719 0.331
H -33.140 -40.711 -52.552 1.130 0.866 0.148
H -32.251 -39.870 -51.228 0.043 0.348 -0.722
C -32.128 -33.691 -49.283 -2.069 1.700 0.086
O -32.825 -32.765 -49.676 0.259 -0.466 -0.015
N -30.966 -33.632 -48.693 4.410 2.674 1.457
N -32.469 -34.951 -49.114 -2.869 -3.506 -1.552
H -30.683 -32.718 -48.368 0.644 -0.261 -0.429
H -30.311 -34.375 -48.890 0.295 0.638 0.455
H -33.222 -35.256 -49.715 0.130 -0.489 0.079
H -31.698 -35.575 -48.925 -0.717 -0.404 -0.103
```
Positions in Å, forces in eV/Å.

Its orbital gap is 2.880 eV. The spin multiplicity is 1.

Löwdin analysis output, partial charges in e: 0.9246, 0.9041, 0.0001, -0.5107, -0.4775, -0.4245, -0.4392, -0.0489, -0.4264, -0.2068, -0.1426, -0.1195, 0.0102, 0.0731, 0.0672, 0.0882, 0.1171, 0.1096, 0.1289, 0.0804, 0.0869, 0.0849, 0.0675, 0.0502, -0.8366, 0.0423, 0.1599, 0.1757, 0.1127, 0.1047, 0.1239, 0.1119, -0.7857, 0.0578, 0.1419, 0.1574, 0.1064, 0.0880, 0.0967, 0.1258, -0.8073, 0.0199, 0.1643, 0.1573, 0.1044, 0.1221, 0.1271, 0.1064, -0.8131, -0.0154, 0.1884, 0.1608, 0.1325, 0.1206, 0.1260, 0.1076, -0.8407, 0.0277, 0.1650, 0.1776, 0.1032, 0.1276, 0.1170, 0.1411, -0.7638, 0.0378, 0.1386, 0.1419, 0.1207, 0.1119, 0.1108, 0.1026